No. 1
{
  "formula": "C8H12N2O",
  "method": "the ωB97M-V functional and the def2-TZVPD basis",
  "species": ["C", "N", "C", "C", "O", "H", "H", "H", "H", "H", "H", "H", "C", "C", "C", "N", "C", "C", "H", "H", "H", "H", "H"],
  "xyz": [[2.002115, 0.534434, -0.010709], [1.672298, 1.715793, 0.723691], [0.376112, 2.032468, 1.078226], [0.319224, 3.179238, 2.073983], [-0.546262, 1.360368, 0.674712], [1.127927, 0.085114, -0.507337], [2.945219, 0.677210, -0.744733], [2.313022, -0.299950, 0.715730], [2.477228, 2.354507, 0.931312], [1.311218, 3.687568, 2.173576], [0.094683, 2.744757, 3.054725], [-0.441556, 3.966646, 1.693716], [0.032983, -2.331852, -1.647799], [0.135606, -2.441042, -0.263256], [-0.748789, -1.770452, 0.440695], [-1.651938, -0.939734, -0.045790], [-1.758390, -0.942868, -1.375347], [-0.899451, -1.628693, -2.263860], [0.888397, -2.723059, -2.398921], [0.881300, -3.051597, 0.264797], [-0.764326, -1.838463, 1.506869], [-2.360171, -0.101594, -1.685070], [-1.001815, -1.603884, -3.339258]],
  "atomic_forces_ev_per_a": [[2.17, -1.98, -0.46], [1.28, 1.35, 0.03], [1.44, -0.19, -0.03], [-0.41, 1.44, -0.86], [-0.25, 0.66, 0.37], [0.39, 0.71, -0.17], [-2.41, -0.13, 1.52], [-0.17, 1.06, -0.88], [-1.62, -0.96, -0.07], [-0.81, -0.40, -0.18], [-0.40, 0.35, -0.23], [1.05, -1.44, 1.04], [5.16, -2.63, -1.90], [2.21, -1.94, -1.44], [-1.73, 1.06, 2.54], [-0.93, -0.61, -1.64], [0.30, 1.70, 0.37], [-2.70, 1.46, 0.33], [-1.91, 0.31, 2.15], [-0.23, 0.29, -0.60], [0.19, -0.05, 0.72], [-0.63, -0.33, -0.67], [0.00, 0.28, 0.07]],
  "smiles": "CNC(C)=O.c1ccncc1",
  "e_lumo_ev": 0.84,
  "max_force_ev_per_a": 6.10,
  "energy_ev": -13516.9969,
  "de_lowest_ev": 1.417,
  "homo_energy_ev": -9.2824
}

***

No. 2
{
  "formula": "C8H12N2O",
  "method": "the ωB97M-V functional and the def2-TZVPD basis",
  "species": ["C", "C", "C", "C", "C", "C", "C", "C", "N", "N", "O", "H", "H", "H", "H", "H", "H", "H", "H", "H", "H", "H", "H"],
  "xyz": [[0.651471, 1.539262, 2.748510], [1.134191, 0.830096, 1.575456], [-0.553415, 2.067247, 2.399276], [0.038121, 0.832680, 0.736308], [-0.655433, -2.066189, -0.198966], [1.066354, -0.292439, -1.247293], [-0.234074, 0.132987, -0.538005], [-1.298088, 0.675465, -1.449067], [0.418586, -2.534534, -0.953353], [0.896209, -1.638089, -1.900517], [-0.946095, 1.614706, 1.233748], [1.166160, 1.919162, 3.569551], [1.984724, 0.145229, 1.544432], [-1.375407, 2.654207, 2.824231], [-0.382856, -2.107763, 0.846099], [-1.734839, -1.893107, -0.519011], [1.251187, 0.358969, -2.062366], [1.791981, -0.394666, -0.495908], [-2.175072, 1.151747, -1.004877], [-1.644616, -0.094652, -2.138450], [-0.776917, 1.465080, -2.099548], [1.259557, -2.763977, -0.327859], [0.118270, -1.601420, -2.542391]],
  "atomic_forces_ev_per_a": [[-0.08, 0.83, -1.69], [-0.64, -0.58, 1.90], [-0.75, 0.26, 1.53], [-0.54, -1.94, -3.87], [-1.11, -2.49, 1.44], [-3.17, -2.22, -0.49], [1.99, 4.81, 1.49], [0.76, 0.64, -0.75], [1.09, -0.96, 1.91], [0.60, 1.34, -0.75], [-0.77, -0.58, -1.75], [0.98, -0.03, 1.34], [-0.28, 0.61, -0.13], [1.03, -0.03, 0.51], [-0.92, 0.09, 0.32], [1.95, -0.39, 0.03], [0.75, 1.10, -0.47], [1.50, 0.06, 0.44], [0.28, -0.20, 0.26], [-0.11, -0.07, -0.10], [-0.77, -0.86, 0.67], [-1.92, 0.18, -1.15], [0.14, 0.42, -0.69]],
  "multiplicity": 3,
  "e_lumo_ev": [0.87, -1.18],
  "max_force_ev_per_a": 5.41,
  "energy_ev": -13511.5831,
  "de_lowest_ev": 1.113,
  "homo_energy_ev": [-5.0780, -9.0774]
}

***

No. 3
{
  "formula": "C8H12N2O2",
  "method": "the ωB97M-V functional and the def2-TZVPD basis",
  "species": ["C", "C", "C", "C", "C", "C", "C", "C", "N", "N", "O", "O", "H", "H", "H", "H", "H", "H", "H", "H", "H", "H", "H", "H"],
  "xyz": [[-0.022308, -1.215466, 0.086934], [-0.490806, 1.024171, 0.817432], [1.833591, 0.256943, -0.142220], [0.574473, -0.033644, 0.771934], [-1.873406, -0.354034, -0.429781], [-0.091073, 2.297857, 1.404672], [2.949390, -0.686449, 0.135067], [-1.924824, -0.359162, -1.978552], [-1.549747, 0.911582, 0.132090], [0.376723, -2.302893, -0.315842], [1.836803, 1.053020, -1.014007], [-2.925942, -0.921372, 0.209815], [1.025685, -0.263416, 1.703133], [0.900102, 2.704484, 1.127235], [-0.129275, 2.177090, 2.485490], [-0.780832, 3.059312, 1.038657], [3.487341, -0.470660, 1.183488], [3.590702, -0.673039, -0.786349], [2.434513, -1.694814, 0.419855], [-2.130422, -1.418342, -2.253699], [-0.951096, 0.172216, -2.335423], [-2.811013, 0.223446, -2.372635], [-0.326175, -2.840404, -0.987322], [-3.002405, -0.646428, 1.100027]],
  "atomic_forces_ev_per_a": [[-4.72, 1.97, -1.22], [1.17, -0.07, -1.89], [-0.79, -0.74, 1.82], [0.58, -0.98, -1.22], [3.71, 0.02, 0.28], [-0.06, 1.58, 0.25], [0.43, -1.42, 2.20], [-0.07, 0.70, 0.78], [-0.65, 0.22, 0.51], [-0.31, -2.67, -1.80], [-0.18, 1.33, -1.32], [-0.61, -1.22, -2.12], [0.10, -0.23, 1.29], [-0.23, -0.85, 0.05], [0.01, 0.40, 0.23], [-0.22, 0.00, 0.51], [-0.84, 0.08, -2.55], [-0.23, -0.42, 1.32], [1.22, 1.40, -1.19], [0.79, 0.69, -0.32], [-1.73, -1.49, 0.35], [0.89, -0.44, 0.63], [1.56, 1.48, 1.99], [0.18, 0.66, 1.41]],
  "e_lumo_ev": 0.70,
  "max_force_ev_per_a": 5.26,
  "energy_ev": -15562.7108,
  "de_lowest_ev": 4.199,
  "homo_energy_ev": -7.6573
}